[1]
Here is a 4-piece molecular cluster, H9O4 overall from the OMol25 dataset. Energies are from ωB97M-V/def2-TZVPD.

Calculated values
Total charge: +2
<S²>: 0.757
Multiplicity: 2
Energy above the lowest of the compared OMol25 structures with the same formula, charge and spin (eV): 2.386

Atoms and positions in Å:
O  0.258348  -0.037432  1.471721
O  0.972586  1.773386  -0.270453
O  0.532836  -1.854991  -0.445819
O  -1.602179  -0.103605  -0.207354
H  0.062686  -2.665009  -0.542345
H  1.819559  2.269530  -0.062772
H  1.172657  -1.820193  -1.178361
H  0.340556  -0.913553  0.834068
H  -2.089046  -0.672427  -0.811320
H  -0.724293  0.038689  1.300775
H  0.440626  2.458431  -0.696111
H  0.686600  0.733667  0.875038
H  -1.870936  0.793508  -0.267069

Forces on atoms 1 to 2 (eV/Å):
-0.4305 -1.7700 -2.5133
1.4648 0.6342 0.6418

Atomic partial charges in e from the Löwdin method, atoms 1 to 6: atom 1 (O): 0.164, atom 2 (O): 0.000, atom 3 (O): 0.271, atom 4 (O): 0.293, atom 5 (H): 0.139, atom 6 (H): 0.153

[2]
Here is a 2-piece molecular cluster, C3H8OS2 overall from the OMol25 dataset. Energies are from ωB97M-V/def2-TZVPD.

Calculated values
Total charge: +1
<S²>: 0.756
Multiplicity: 2
Energy above the lowest of the compared OMol25 structures with the same formula, charge and spin (eV): 1.756

Atoms and positions in Å:
S  2.029409  -0.188020  -0.067292
S  2.855638  1.650247  -0.192277
O  -3.848277  -2.065144  0.350047
C  -2.052361  -0.687354  -0.422616
C  -2.825761  -1.492635  0.588246
C  -1.648710  0.654711  0.203126
H  -1.176218  -1.319611  -0.650298
H  -1.096003  1.220786  -0.548703
H  2.451776  2.003243  -1.450237
H  0.670515  -0.019089  0.190589
H  -2.675946  -0.594810  -1.311624
H  -2.451053  -1.464386  1.641201
H  -2.506982  1.227207  0.532790
H  -1.057426  0.528981  1.130324

Forces on atoms 1 to 2 (eV/Å):
0.0428 0.1159 0.9714
0.0741 -0.7450 -0.6000

Atomic partial charges in e from the Löwdin method, atoms 1 to 6: atom 1 (S): 0.588, atom 2 (S): 0.575, atom 3 (O): 0.087, atom 4 (C): -0.209, atom 5 (C): -0.294, atom 6 (C): -0.128

[3]
Here is one molecule with the formula C4H8O2 from the OMol25 dataset. Energies are from ωB97M-V/def2-TZVPD.

Calculated values
Structure (SMILES): O[C@H]1CCOC1
Energy above the lowest of the compared OMol25 structures with the same formula, charge and spin (eV): 1.287

Atoms and positions in Å:
O  0.314035  0.282408  1.597285
O  0.953341  0.099325  -1.953406
C  0.367173  0.469445  -0.729484
C  -0.900239  -0.296805  -0.359125
C  1.215954  0.188290  0.511645
C  -1.002101  -0.048320  1.147013
H  -1.665328  0.796150  1.371502
H  2.029546  0.901033  0.673468
H  -1.367427  -0.926604  1.693065
H  0.156829  1.542738  -0.797743
H  -0.726010  -1.364623  -0.558672
H  -1.779552  0.018087  -0.926132
H  0.759994  -0.834919  -2.096328
H  1.643787  -0.826200  0.426914

Forces on atoms 1 to 2 (eV/Å):
0.0462 0.0021 0.0866
-0.0102 -0.2189 -0.0911

Atomic partial charges in e from the Löwdin method, atoms 1 to 6: atom 1 (O): -0.129, atom 2 (O): -0.016, atom 3 (C): -0.383, atom 4 (C): -0.116, atom 5 (C): -0.160, atom 6 (C): -0.188

[4]
Here is C30H40Br3N7O as an isolated structure from the OMol25 dataset. Energies are from ωB97M-V/def2-TZVPD.

Calculated values
E (hartree): -9347.62295

Atoms and positions in Å:
Br  2.696919  3.727028  0.739867
Br  4.995347  1.785285  -0.174905
Br  5.742927  4.177280  1.825960
O  2.098685  1.294654  3.063731
N  0.485119  0.413612  -1.766705
N  3.664441  -4.935673  -2.334201
N  -2.848482  1.895778  4.250825
N  -2.198622  2.889366  -1.894763
N  -5.475743  1.257317  0.234495
N  2.615506  -1.759485  -3.581166
N  1.845615  -1.379975  0.849253
C  -0.621565  -0.204554  -1.227614
C  2.748789  -2.880500  2.288738
C  4.381267  2.924397  1.244277
C  2.923964  -5.157870  -3.444106
C  -6.053336  -0.855138  0.757149
C  1.572051  -2.332068  1.842203
C  0.978920  2.064473  3.549646
C  3.227830  -1.341691  0.685799
C  -6.494135  0.475542  0.650823
C  3.726983  0.145450  -3.453646
C  -2.810929  0.601389  3.807913
C  3.793513  -2.271780  1.562557
C  -3.746461  3.075257  -3.500461
C  -2.405744  1.919462  5.565493
C  -0.919650  0.386655  -0.002963
C  1.601886  -4.957264  -3.060297
C  3.582410  -1.087041  -2.867268
C  2.750115  0.234364  -4.505850
C  -3.180695  3.684651  -1.383113
C  -2.358605  -0.144920  4.855579
C  -2.516850  2.523776  -3.143276
C  -2.080623  0.668116  5.967901
C  -4.411463  0.476002  0.043215
C  0.108195  1.416115  0.193123
C  -4.697752  -0.819232  0.375414
C  0.906873  1.412590  -0.893852
C  1.590239  -4.539770  -1.650224
C  -4.174605  3.862296  -2.342951
C  2.092298  -0.994094  -4.557149
C  2.934503  -4.483626  -1.296888
H  -3.522465  0.922409  -0.438251
H  2.394579  -2.741022  -3.515518
H  -3.177384  2.698035  3.756727
H  -1.593656  0.468363  6.896629
H  2.088015  0.330293  3.198556
H  -4.227621  2.969328  -4.483639
H  0.581064  2.605976  2.716881
H  -2.141731  -1.189079  4.709349
H  0.530008  -2.451837  2.119306
H  -1.094546  -1.006000  -1.795771
H  4.217266  2.262658  2.080116
H  -1.949658  1.814908  -3.714629
H  3.344014  -4.170445  -0.346005
H  -4.019101  -1.641792  0.323738
H  -1.716643  0.042729  0.636268
H  -3.116676  4.028552  -0.370111
H  0.226525  1.472582  4.044957
H  -1.396683  2.669312  -1.353522
H  4.016416  -1.530940  -2.012495
H  3.453473  -5.426114  -4.371310
H  3.658813  -0.569944  0.042537
H  -7.459173  0.880250  0.840228
H  4.691677  -4.947567  -2.347456
H  4.388426  0.955407  -3.188553
H  1.309688  -1.334001  -5.195806
H  -5.547043  2.166388  -0.168830
H  1.142836  -0.830791  0.375005
H  -3.168539  0.247053  2.876319
H  4.865330  -2.475228  1.685125
H  -5.065538  4.430133  -2.137085
H  2.828891  -3.689135  3.004589
H  0.834846  -4.276818  -0.956149
H  0.925889  0.280896  -2.671430
H  0.738675  -5.119852  -3.693263
H  2.552006  0.984890  -5.227859
H  1.433438  2.704289  4.298397
H  0.262025  2.108878  0.987680
H  -2.402642  2.803877  6.145502
H  -6.662775  -1.684942  1.155245
H  1.708809  2.072160  -1.178052

Forces on atoms 1 to 2 (eV/Å):
0.5294 0.3536 0.3467
0.2620 0.1436 -0.2116

Atomic partial charges in e from the Löwdin method, atoms 1 to 6: atom 1 (Br): 0.682, atom 2 (Br): 0.629, atom 3 (Br): 0.582, atom 4 (O): -0.166, atom 5 (N): 0.046, atom 6 (N): -0.015

[5]
Here is one molecule with the formula C2H2O2S from the OMol25 dataset. Energies are from ωB97M-V/def2-TZVPD.

Calculated values
Structure (SMILES): O=C1O[C@H]1S
Energy above the lowest of the compared OMol25 structures with the same formula, charge and spin (eV): 2.369

Atoms and positions in Å:
S  1.820848  0.514029  -0.362074
O  -2.212387  0.421010  -0.243027
O  -0.560331  -1.237745  -0.769024
C  0.048284  -0.490560  0.272710
C  -1.195823  -0.171341  -0.161042
H  1.877449  1.848425  -0.014580
H  0.221961  -0.883819  1.277036

Forces on atoms 1 to 2 (eV/Å):
-1.5160 -1.0005 0.4077
0.1887 -0.3307 -0.0044

Atomic partial charges in e from the Löwdin method, atoms 1 to 6: atom 1 (S): 0.600, atom 2 (O): 0.188, atom 3 (O): 0.103, atom 4 (C): -0.344, atom 5 (C): -0.482, atom 6 (H): -0.180

[6]
Here is one molecule with the formula C2H3N3OS from the OMol25 dataset. Energies are from ωB97M-V/def2-TZVPD.

Calculated values
<S²>: 2.005
Multiplicity: 3
Energy above the lowest of the compared OMol25 structures with the same formula, charge and spin (eV): 0.873

Atoms and positions in Å:
S  -2.738623  0.701592  0.149444
O  -1.636227  -0.472588  0.660713
N  0.754410  -0.487169  1.268238
N  0.355673  0.274887  -0.772197
N  1.643090  0.286829  -0.636600
C  1.864436  -0.210762  0.536752
C  -0.190147  -0.246547  0.381612
H  0.044313  0.583918  -1.647143
H  -2.976446  0.014817  -0.959963
H  2.879517  -0.444977  1.019143

Forces on atoms 1 to 2 (eV/Å):
-2.4339 3.2000 -0.3345
5.8126 -1.7446 -0.3935

Atomic partial charges in e from the Löwdin method, atoms 1 to 6: atom 1 (S): 0.812, atom 2 (O): -0.497, atom 3 (N): 0.130, atom 4 (N): 0.038, atom 5 (N): 0.019, atom 6 (C): -0.244